The following is a DFT calculation (ωB97M-V/def2-TZVPD) of a 2-piece molecular cluster, C8H8ClN3OS overall.

Each line ends with the natural charge from an NBO analysis.
Geometry (Å):
Cl: -2.900101 -2.215084 1.273442  0.026
H: -2.396253 -1.875554 -1.185623  0.247
H: 0.468269 1.477119 -2.343783  0.189
C: -1.079517 -0.168100 -1.394420  -0.063
C: 0.768531 -2.532684 2.421541  0.413
H: 0.841654 3.256900 -0.017714  0.225
C: 1.354278 2.639941 -0.805355  -0.666
H: 0.675324 0.630165 1.218476  0.230
C: -0.265338 0.740715 -0.646054  -0.093
C: -1.668887 -1.219590 -0.738271  -0.367
H: 1.642698 3.322302 -1.571607  0.226
N: 0.732477 -2.561135 3.582509  -0.333
H: 2.350318 2.141713 -0.391506  0.241
C: -1.786206 -1.095411 0.659874  0.179
H: -0.568595 1.568483 1.374350  0.238
H: -1.016022 -0.135851 -2.490194  0.221
C: 0.439911 1.643790 -1.347397  -0.085
C: -0.362703 0.686114 0.836906  -0.320
N: 0.954059 -2.453311 1.160869  -0.851
S: 1.083992 -2.296042 -0.378887  1.557
O: 1.908386 -1.190759 -0.719526  -0.840
N: -1.176275 -0.363721 1.502369  -0.375

Force components x, y, z for each atom (eV/Å):
Cl -1.02 -1.15 0.95
H 0.36 -0.29 -0.47
H -0.10 -0.22 -3.23
C 0.39 -2.13 -0.05
C 0.37 0.28 1.50
H 0.75 -0.67 -0.35
C 1.34 0.10 1.99
H -0.03 -0.73 -0.11
C -1.10 1.25 -0.38
C -0.33 2.26 -2.45
H 0.39 0.53 -0.55
N -0.24 -0.19 -0.34
H -2.07 1.00 -0.57
C 0.70 0.12 2.54
H -1.06 1.64 0.00
H -0.28 0.08 0.46
C 0.07 -0.89 2.79
C 1.78 -1.36 1.28
N -0.17 -0.32 -4.47
S -0.47 -1.09 4.34
O 0.78 1.02 -1.04
N -0.05 0.74 -1.84

Results
Energy, eV: -38296.8798
HOMO level, eV: -8.78
Frontier orbital gap, eV: 7.003
Strongest force on any atom, hartree/bohr: 0.0874
LUMO level, eV: -1.781
Energy above the lowest of the compared OMol25 structures with the same formula, charge and spin, kcal/mol: 4.23